# 1
This record from the Open Molecules 2025 dataset describes C24H34N4O5S as an isolated structure in a non-equilibrium geometry. The level of theory is ωB97M-V with the def2-TZVPD basis set.

```
68
C24H34N4O5S | the Open Molecules 2025 dataset | ωB97M-V with the def2-TZVPD basis set
C 0.722 6.159 -0.959
H 1.282 5.945 -0.134
O 0.897 4.893 -1.880
C 0.524 3.815 -1.340
H 1.248 3.601 -0.561
H -0.506 4.027 -0.974
C 0.661 2.962 -2.299
N 0.428 1.357 -1.876
C 1.292 0.510 -1.292
O 0.812 -0.492 -0.884
C 2.651 0.812 -1.163
H 3.104 0.915 -2.290
C 3.658 -0.060 -0.817
C 3.446 -0.043 0.922
O 4.515 0.418 1.478
N 2.308 -0.311 1.505
C 2.094 -0.218 2.668
N 0.985 -0.607 3.356
C 1.025 -0.680 4.650
C 2.159 0.012 5.243
S 3.450 0.216 3.847
H 2.446 0.252 6.359
H 0.142 -0.832 5.363
H 1.501 -0.678 0.958
H 3.353 -1.381 -0.913
H 4.533 -0.043 -1.000
H 2.860 2.031 -0.988
C -1.148 1.005 -1.734
C -1.507 -0.065 -2.318
C -2.728 -0.755 -2.038
C -3.038 -2.134 -2.531
C -2.122 -2.666 -3.576
C -1.112 -2.016 -3.920
C -0.644 -0.689 -3.451
H 0.238 -0.236 -3.730
H -0.560 -2.601 -4.575
O -2.400 -3.924 -4.221
C -3.878 -4.375 -3.661
H -4.588 -3.942 -3.958
H -3.704 -5.415 -4.182
H -3.827 -4.660 -2.757
H -4.072 -2.342 -2.020
H -3.257 -0.260 -1.236
C -1.575 1.509 -0.394
O -2.014 2.387 0.058
N -1.494 0.317 0.315
H -1.002 -0.402 -0.016
C -1.877 0.398 1.693
C -2.774 -0.920 2.171
H -3.497 -0.828 1.498
C -2.187 -2.234 2.435
C -1.499 -2.823 1.199
H -1.327 -3.970 1.261
H -0.679 -2.144 0.930
H -2.308 -2.630 0.261
C -3.487 -3.085 3.051
H -3.964 -3.237 2.120
H -3.757 -2.662 3.907
H -2.917 -4.156 3.231
H -1.748 -1.935 3.233
H -3.327 -0.501 2.941
H -0.999 0.211 2.470
H -2.214 1.240 2.018
H -1.574 2.077 -2.271
H 0.047 3.089 -3.267
H 1.696 2.811 -2.753
H 1.169 7.108 -1.532
H -0.399 6.229 -0.629
```

Values from the calculation:
multiplicity = 1
Kohn-Sham gap = 0.2963 Eh
ΔE to the lowest compared entry with this formula, charge and spin = 26.229 eV

Results of the Mulliken charge analysis, in e, for atoms 1 through 2: -0.752, 0.374

# 2
This record from the Open Molecules 2025 dataset describes one molecule with the formula C24H34O7. The level of theory is ωB97M-V with the def2-TZVPD basis set.

```
65
C24H34O7 | the Open Molecules 2025 dataset | ωB97M-V with the def2-TZVPD basis set
C -0.261 5.669 1.163
C 0.888 5.107 1.992
C 0.420 4.216 3.146
C -0.450 3.032 2.727
C 0.261 2.058 1.790
C -0.645 0.898 1.385
C -1.716 1.305 0.406
O -1.784 2.393 -0.106
C -2.686 0.189 0.026
C -2.080 -0.484 -1.175
C -2.177 0.161 -2.406
C -1.549 -0.327 -3.537
O -1.585 0.249 -4.762
C -2.310 1.446 -4.919
C -0.794 -1.523 -3.441
O -0.204 -1.946 -4.590
C 0.572 -3.120 -4.547
C -0.694 -2.156 -2.221
C -1.318 -1.647 -1.072
C -1.132 -2.351 0.185
C 0.049 -2.836 0.604
C 0.134 -3.591 1.874
O -0.825 -3.923 2.527
O 1.403 -3.838 2.206
C 1.628 -4.565 3.414
C 1.593 -3.649 4.629
C 1.320 -2.558 -0.136
O 2.016 -3.371 -0.682
O 1.563 -1.244 -0.095
C 2.682 -0.726 -0.818
C 2.195 0.233 -1.894
H -0.778 4.879 0.625
H 0.117 6.383 0.434
H -0.977 6.180 1.803
H 1.461 5.935 2.417
H 1.563 4.547 1.343
H 1.301 3.842 3.676
H -0.151 4.828 3.849
H -1.354 3.399 2.240
H -0.757 2.495 3.629
H 0.569 2.582 0.884
H 1.155 1.666 2.280
H -1.118 0.454 2.264
H -0.058 0.111 0.903
H -2.821 -0.505 0.852
H -3.642 0.638 -0.247
H -2.738 1.080 -2.450
H -3.375 1.301 -4.709
H -1.918 2.241 -4.277
H -2.184 1.729 -5.962
H 0.973 -3.241 -5.551
H -0.036 -3.994 -4.292
H 1.398 -3.037 -3.833
H -0.149 -3.080 -2.132
H -1.993 -2.521 0.821
H 0.864 -5.344 3.506
H 2.612 -5.020 3.289
H 1.834 -4.219 5.522
H 2.316 -2.845 4.515
H 0.600 -3.220 4.742
H 3.312 -0.207 -0.091
H 3.238 -1.563 -1.251
H 1.598 1.024 -1.446
H 3.047 0.674 -2.402
H 1.579 -0.290 -2.622
```

Values from the calculation:
multiplicity = 1
SMILES = CCCCCCC(=O)Cc1cc(OC)c(OC)cc1C=C(C(=O)OCC)C(=O)OCC
Kohn-Sham gap = 0.3003 Eh
ΔE to the lowest compared entry with this formula, charge and spin = 1.097 eV

Results of the Mulliken charge analysis, in e, for atoms 1 through 2: -1.000, -0.390

# 3
This record from the Open Molecules 2025 dataset describes C24H35As2I2N2O8Y as an isolated structure. The level of theory is ωB97M-V with the def2-TZVPD basis set.

```
74
C24H35As2I2N2O8Y | the Open Molecules 2025 dataset | ωB97M-V with the def2-TZVPD basis set
Y 1.055 -1.782 0.676
I 0.484 -2.322 4.046
C -0.369 -4.206 3.624
I -0.041 -4.853 1.637
H -1.436 -4.150 3.784
H 0.111 -4.932 4.266
C 3.607 0.429 2.096
C 3.874 -1.035 2.456
C 5.376 -1.254 2.632
C 3.246 -1.974 1.408
H 4.226 1.118 2.673
H 2.567 0.717 2.277
H 3.827 0.609 1.036
H 3.403 -1.240 3.424
H 5.905 -0.994 1.708
H 5.597 -2.299 2.858
H 5.790 -0.639 3.435
H 3.432 -3.018 1.713
H 3.856 -1.852 0.490
C 2.505 1.449 -2.656
O 1.717 2.108 -1.625
C 1.114 1.354 -0.756
O 1.232 0.120 -0.771
C 0.390 2.126 0.297
C -0.414 3.162 0.003
As -1.413 2.765 -1.634
C -3.054 3.787 -1.396
C -2.105 1.030 -0.792
C -1.695 0.382 0.298
As -0.235 0.847 1.628
C -1.411 1.626 2.940
C -2.197 -0.973 0.663
O -1.459 -1.774 1.236
O -3.443 -1.223 0.350
C -3.995 -2.544 0.622
C -3.066 0.362 -1.747
O -2.739 -0.589 -2.419
O -4.205 1.013 -1.859
C -5.147 0.519 -2.856
C -0.737 4.174 1.089
O -0.225 4.151 2.175
O -1.495 5.157 0.628
C -1.682 6.266 1.552
H 2.977 2.257 -3.200
H 1.842 0.879 -3.302
H 3.244 0.801 -2.196
H -2.819 4.822 -1.621
H -3.455 3.703 -0.391
H -3.768 3.403 -2.120
H -2.124 2.290 2.465
H -0.840 2.152 3.696
H -1.925 0.772 3.380
H -4.414 -2.895 -0.315
H -4.777 -2.416 1.362
H -3.224 -3.214 0.987
H -5.768 -0.243 -2.395
H -4.615 0.114 -3.709
H -5.746 1.377 -3.137
H -2.298 6.978 1.016
H -0.717 6.693 1.805
H -2.180 5.916 2.451
N -0.426 -2.277 -1.531
C 0.779 -2.524 -2.246
C 0.947 -2.309 -3.600
C 2.194 -2.591 -4.135
C 3.213 -3.067 -3.314
C 2.961 -3.215 -1.968
N 1.758 -2.931 -1.440
H -1.084 -1.677 -2.033
H -0.891 -3.156 -1.322
H 0.123 -1.962 -4.210
H 2.370 -2.453 -5.195
H 4.190 -3.307 -3.710
H 3.725 -3.543 -1.275
```

Values from the calculation:
multiplicity = 1
charge = +2
Kohn-Sham gap = 0.2436 Eh
ΔE to the lowest compared entry with this formula, charge and spin = 0.000 eV

Results of the Mulliken charge analysis, in e, for atoms 1 through 2: -0.273, 0.219

# 4
This record from the Open Molecules 2025 dataset describes C24H35BeBr4CaF2N2O15P as an isolated structure in a non-equilibrium geometry. The level of theory is ωB97M-V with the def2-TZVPD basis set.

```
85
C24H35BeBr4CaF2N2O15P | the Open Molecules 2025 dataset | ωB97M-V with the def2-TZVPD basis set
C -0.985 -0.593 3.156
C -0.245 -0.360 2.218
C 0.620 -0.430 1.036
P 1.252 1.156 0.288
Br 0.760 2.452 2.256
C 0.010 2.162 -0.625
C -1.307 1.401 -0.771
C -2.512 2.317 -0.575
C -3.510 1.751 0.467
C -4.850 1.488 -0.218
C -5.023 -0.031 -0.397
O -4.865 -0.692 0.828
C -5.696 -1.805 0.893
O -6.593 -1.811 1.689
C -5.539 -2.927 -0.062
C -6.064 -2.816 -1.312
C 2.999 1.822 0.391
C 3.099 3.300 0.612
O 3.788 3.792 1.470
O 2.372 4.070 -0.227
N 1.588 0.301 -1.265
C 2.019 -0.897 -1.293
C 1.198 -1.952 -2.010
C 3.320 -1.410 -0.728
H -1.879 -0.672 3.730
H -0.016 -0.937 0.314
H 1.452 -1.051 1.358
H -0.162 3.062 -0.052
H 0.456 2.477 -1.562
H -1.386 0.521 -0.148
H -1.384 1.031 -1.817
H -2.238 3.322 -0.273
H -3.034 2.420 -1.530
H -3.661 2.444 1.289
H -3.091 0.852 0.906
H -5.696 1.851 0.402
H -4.890 2.008 -1.180
H -6.054 -0.283 -0.701
H -4.308 -0.385 -1.157
H -5.041 -3.827 0.283
H -6.662 -3.629 -1.699
H -5.819 -1.981 -1.964
H 3.453 1.631 -0.582
H 3.587 1.286 1.127
H 2.191 4.891 0.245
H 1.240 -2.852 -1.394
H 1.635 -2.214 -2.972
H 0.164 -1.638 -2.107
H 3.331 -1.474 0.360
H 3.609 -2.350 -1.184
H 4.119 -0.711 -0.993
Ca -7.332 0.515 -1.329
C -4.878 -4.739 2.649
C -3.585 -4.076 2.229
O -2.622 -4.799 2.965
C -3.121 -6.055 3.165
O -2.489 -6.985 3.512
O -4.456 -6.079 2.900
F -3.544 -2.769 2.597
H -5.275 -4.302 3.567
H -5.646 -4.712 1.879
H -3.357 -4.150 1.162
C 4.105 6.996 2.381
Br 2.415 6.394 3.064
Br 3.946 7.618 0.567
Br 4.906 8.322 3.524
H 4.761 6.136 2.367
C -2.785 -2.466 -1.571
O -2.701 -3.183 -0.555
O -3.145 -3.159 -2.748
O -2.597 -1.241 -1.705
H -3.202 -4.052 -2.377
N 5.723 1.524 -2.017
O 4.884 0.816 -2.600
O 6.122 1.230 -0.875
O 6.176 2.537 -2.566
C 9.800 0.765 -1.121
C 8.918 0.750 -2.372
O 8.153 -0.195 -2.559
O 9.139 1.751 -3.067
H 9.548 -0.177 -0.489
H 10.867 0.771 -1.393
H 9.578 1.646 -0.533
Be -2.348 1.194 -3.501
F 8.287 0.095 0.331
```

Values from the calculation:
multiplicity = 1
Kohn-Sham gap = 0.0404 Eh

Results of the Mulliken charge analysis, in e, for atoms 1 through 2: -0.279, -0.819

# 5
This record from the Open Molecules 2025 dataset describes one molecule with the formula C24H35N3O3. The level of theory is ωB97M-V with the def2-TZVPD basis set.

```
65
C24H35N3O3 | the Open Molecules 2025 dataset | ωB97M-V with the def2-TZVPD basis set
O 3.677 -1.299 2.611
C 4.312 -0.602 1.840
C 3.622 0.324 0.847
C 2.200 0.630 1.318
C 1.447 1.444 0.257
N 1.441 0.860 -1.065
C 0.356 -0.032 -1.433
C -0.023 -1.139 -0.438
C -1.154 -1.987 -1.037
N -2.339 -1.231 -1.380
C -3.153 -0.829 -0.245
C -4.525 -0.409 -0.702
C -5.227 -1.217 -1.589
C -6.494 -0.880 -2.037
C -7.053 0.294 -1.568
C -6.363 1.115 -0.680
C -5.101 0.774 -0.247
C -7.227 2.303 -0.367
C -8.488 2.004 -1.204
O -8.281 0.773 -1.899
C -2.011 -0.140 -2.277
C -0.905 0.784 -1.749
C 2.773 0.522 -1.500
C 3.551 -0.368 -0.520
N 5.668 -0.671 1.798
C 6.591 0.124 1.022
C 7.481 0.932 1.979
O 8.165 0.091 2.874
C 7.261 -0.681 3.636
C 6.366 -1.533 2.735
H 4.167 1.268 0.754
H 1.692 -0.311 1.524
H 2.234 1.197 2.251
H 1.927 2.429 0.171
H 0.418 1.608 0.579
H 0.669 -0.519 -2.366
H -0.361 -0.700 0.502
H 0.831 -1.784 -0.228
H -1.437 -2.781 -0.340
H -0.795 -2.459 -1.958
H -3.250 -1.702 0.409
H -2.704 -0.018 0.351
H -4.756 -2.122 -1.939
H -7.035 -1.509 -2.727
H -4.568 1.416 0.440
H -7.454 2.367 0.699
H -6.752 3.237 -0.670
H -8.684 2.780 -1.950
H -9.380 1.889 -0.580
H -2.922 0.430 -2.470
H -1.682 -0.586 -3.223
H -1.254 1.296 -0.851
H -0.669 1.544 -2.495
H 3.325 1.464 -1.623
H 2.717 0.039 -2.477
H 3.046 -1.328 -0.406
H 4.552 -0.559 -0.913
H 6.075 0.795 0.341
H 7.226 -0.553 0.437
H 8.246 1.478 1.424
H 6.855 1.647 2.536
H 7.871 -1.311 4.285
H 6.634 -0.021 4.254
H 5.620 -2.068 3.323
H 6.980 -2.247 2.174
```

Values from the calculation:
multiplicity = 1
SMILES = O=C(C1CCN(C2CCN(Cc3ccc4c(c3)CCO4)CC2)CC1)N1CCOCC1
Kohn-Sham gap = 0.3180 Eh
ΔE to the lowest compared entry with this formula, charge and spin = 1.856 eV

Results of the Mulliken charge analysis, in e, for atoms 1 through 2: -0.709, -0.064

# 6
This record from the Open Molecules 2025 dataset describes one molecule with the formula C24H35N3O5S in a non-equilibrium geometry. The level of theory is ωB97M-V with the def2-TZVPD basis set.

```
68
C24H35N3O5S | the Open Molecules 2025 dataset | ωB97M-V with the def2-TZVPD basis set
C -3.355 6.251 2.218
O -2.725 6.560 3.440
C -1.502 6.024 3.687
C -0.929 6.353 4.920
C 0.309 5.855 5.271
C 1.003 5.023 4.409
C 0.439 4.696 3.181
C 1.124 3.828 2.248
N 0.736 3.539 1.041
C 1.675 2.680 0.543
C 1.536 2.092 -0.797
S 0.366 0.683 -0.747
O -0.837 1.020 -0.041
O 0.211 0.190 -2.093
C 1.246 -0.604 0.225
C 2.328 -1.085 -0.710
O 3.394 -0.492 -0.805
N 1.994 -2.156 -1.427
C 2.788 -2.599 -2.554
C 2.162 -3.857 -3.146
C 0.712 -3.613 -3.579
N -0.176 -3.440 -2.432
C -0.628 -4.711 -1.891
C -1.372 -4.504 -0.571
C -1.804 -5.843 0.019
C -2.569 -3.587 -0.814
C -2.108 -2.277 -1.449
C -3.278 -1.354 -1.764
C -1.309 -2.570 -2.720
C 2.634 2.477 1.504
C 3.896 1.700 1.535
O 2.280 3.214 2.587
C -0.812 5.194 2.816
H -3.526 5.175 2.116
H -2.770 6.607 1.365
H -4.312 6.770 2.242
H -1.480 7.001 5.584
H 0.738 6.117 6.226
H 1.971 4.630 4.678
H 2.463 1.676 -1.180
H 1.094 2.794 -1.499
H 1.636 -0.107 1.106
H 0.519 -1.366 0.486
H 1.024 -2.496 -1.480
H 3.812 -2.787 -2.218
H 2.826 -1.804 -3.310
H 2.745 -4.168 -4.014
H 2.201 -4.660 -2.409
H 0.680 -2.696 -4.173
H 0.372 -4.442 -4.221
H 0.243 -5.350 -1.722
H -1.293 -5.229 -2.605
H -0.689 -4.011 0.130
H -0.941 -6.479 0.205
H -2.471 -6.363 -0.666
H -2.329 -5.691 0.959
H -3.084 -3.385 0.128
H -3.277 -4.085 -1.482
H -1.449 -1.753 -0.749
H -3.854 -1.154 -0.865
H -3.936 -1.801 -2.507
H -2.905 -0.407 -2.146
H -0.923 -1.626 -3.109
H -1.974 -3.024 -3.475
H 4.752 2.371 1.458
H 3.928 0.994 0.708
H 3.980 1.162 2.478
H -1.202 4.902 1.857
```

Values from the calculation:
multiplicity = 1
SMILES = COc1cccc(-c2nc(CS(=O)(=O)CC(=O)NCCCN3C[C@H](C)C[C@H](C)C3)c(C)o2)c1
Kohn-Sham gap = 0.3230 Eh
ΔE to the lowest compared entry with this formula, charge and spin = 0.600 eV

Results of the Mulliken charge analysis, in e, for atoms 1 through 2: -0.798, -0.441

Copy entry 1 word for word.
This record from the Open Molecules 2025 dataset describes C24H34N4O5S as an isolated structure in a non-equilibrium geometry. The level of theory is ωB97M-V with the def2-TZVPD basis set.

```
68
C24H34N4O5S | the Open Molecules 2025 dataset | ωB97M-V with the def2-TZVPD basis set
C 0.722 6.159 -0.959
H 1.282 5.945 -0.134
O 0.897 4.893 -1.880
C 0.524 3.815 -1.340
H 1.248 3.601 -0.561
H -0.506 4.027 -0.974
C 0.661 2.962 -2.299
N 0.428 1.357 -1.876
C 1.292 0.510 -1.292
O 0.812 -0.492 -0.884
C 2.651 0.812 -1.163
H 3.104 0.915 -2.290
C 3.658 -0.060 -0.817
C 3.446 -0.043 0.922
O 4.515 0.418 1.478
N 2.308 -0.311 1.505
C 2.094 -0.218 2.668
N 0.985 -0.607 3.356
C 1.025 -0.680 4.650
C 2.159 0.012 5.243
S 3.450 0.216 3.847
H 2.446 0.252 6.359
H 0.142 -0.832 5.363
H 1.501 -0.678 0.958
H 3.353 -1.381 -0.913
H 4.533 -0.043 -1.000
H 2.860 2.031 -0.988
C -1.148 1.005 -1.734
C -1.507 -0.065 -2.318
C -2.728 -0.755 -2.038
C -3.038 -2.134 -2.531
C -2.122 -2.666 -3.576
C -1.112 -2.016 -3.920
C -0.644 -0.689 -3.451
H 0.238 -0.236 -3.730
H -0.560 -2.601 -4.575
O -2.400 -3.924 -4.221
C -3.878 -4.375 -3.661
H -4.588 -3.942 -3.958
H -3.704 -5.415 -4.182
H -3.827 -4.660 -2.757
H -4.072 -2.342 -2.020
H -3.257 -0.260 -1.236
C -1.575 1.509 -0.394
O -2.014 2.387 0.058
N -1.494 0.317 0.315
H -1.002 -0.402 -0.016
C -1.877 0.398 1.693
C -2.774 -0.920 2.171
H -3.497 -0.828 1.498
C -2.187 -2.234 2.435
C -1.499 -2.823 1.199
H -1.327 -3.970 1.261
H -0.679 -2.144 0.930
H -2.308 -2.630 0.261
C -3.487 -3.085 3.051
H -3.964 -3.237 2.120
H -3.757 -2.662 3.907
H -2.917 -4.156 3.231
H -1.748 -1.935 3.233
H -3.327 -0.501 2.941
H -0.999 0.211 2.470
H -2.214 1.240 2.018
H -1.574 2.077 -2.271
H 0.047 3.089 -3.267
H 1.696 2.811 -2.753
H 1.169 7.108 -1.532
H -0.399 6.229 -0.629
```

Values from the calculation:
multiplicity = 1
Kohn-Sham gap = 0.2963 Eh
ΔE to the lowest compared entry with this formula, charge and spin = 26.229 eV

Results of the Mulliken charge analysis, in e, for atoms 1 through 2: -0.752, 0.374